A structure of composition C3H4MgO3Tl at a distorted geometry. Source: the Open Molecules 2025 dataset; level of theory: ωB97M-V/def2-TZVPD.

Element x y z (Å)
Tl (3.908, -3.477, 0.427)
Mg (0.707, 1.526, -0.978)
O (3.186, -0.996, 0.973)
O (-1.218, 1.720, -0.806)
O (2.109, 0.614, -0.081)
C (-2.378, -0.271, -0.598)
C (2.311, -0.127, 0.925)
C (-2.201, 1.109, -0.319)
H (1.462, -0.179, 1.673)
H (-1.541, -0.836, -1.010)
H (-3.030, 1.678, 0.128)
H (-3.315, -0.761, -0.335)

Cartesian forces (eV/Å) of the 3 atoms listed first:
0.142 0.184 0.145
0.408 -0.125 0.618
-0.425 0.887 0.161

Summary:
total charge = +2
gap between HOMO and LUMO (spin up / spin down) = 8.78 / 7.30 eV
multiplicity = 2
energy above the lowest of the compared OMol25 structures with the same formula, charge and spin = 0.00 kcal/mol
E_HOMO (spin up / spin down) = -0.638 / -0.638 hartree